1.
# C5H8O

A molecular structure, C5H8O (the ωB97M-V functional and the def2-TZVPD basis, OMol25).

For the LUMO energy, the calculation gives 1.2 eV. Its highest occupied orbital energy is -8.995 eV. The total energy is -7360.06612 eV. As for the energy relative to the best compared isomer or geometry (same formula, charge and spin): 2.1891 eV. Its spin multiplicity is 1.

Each line ends with the Mulliken charge.
Element x y z (Å)
1 C -1.165 -0.994 -0.507  -0.80
2 C -1.586 0.459 -0.472  -0.67
3 C -0.165 0.064 -0.218  0.82
4 C 0.673 0.149 1.048  -0.46
5 C 1.833 0.334 0.056  -0.35
6 O 0.933 0.361 -1.069  -0.48
7 H -1.120 -1.392 -1.516  0.24
8 H -1.482 -1.686 0.268  0.26
9 H -2.137 0.871 0.373  0.25
10 H -1.883 0.847 -1.437  0.24
11 H 0.690 -0.772 1.635  0.25
12 H 0.480 1.004 1.701  0.24
13 H 2.399 1.268 0.145  0.24
14 H 2.529 -0.512 -0.006  0.23

=====

2.
# C20H34ClIN2OSSi3Tc

A molecular structure, C20H34ClIN2OSSi3Tc (the ωB97M-V functional and the def2-TZVPD basis, OMol25).

For the LUMO energy (alpha / beta), the calculation gives -0.4 / -0.4 eV. Its highest occupied orbital energy (alpha / beta) is -6.866 / -7.038 eV. The total energy is -83611.95001 eV. Its spin multiplicity is 2.

Each line ends with the Mulliken charge.
Element x y z (Å)
1 Tc 0.068 -0.207 0.465  -0.28
2 O -1.638 3.017 -1.770  0.12
3 N -1.946 2.007 -2.614  0.08
4 C -3.088 2.169 -3.314  -0.29
5 C -3.574 1.151 -4.080  -0.87
6 C -2.872 -0.059 -4.107  -0.27
7 C -1.709 -0.194 -3.391  -0.71
8 C -1.206 0.862 -2.618  0.39
9 S 0.292 0.828 -1.756  -0.31
10 H -3.560 3.131 -3.191  0.53
11 H -4.489 1.292 -4.634  0.44
12 H -3.246 -0.891 -4.687  0.41
13 H -1.147 -1.114 -3.382  0.57
14 C -3.453 0.030 2.617  -1.05
15 Si -2.663 1.314 1.494  -0.17
16 C -3.616 1.194 -0.121  -0.59
17 C -2.976 3.064 2.117  -0.99
18 C -0.818 0.971 1.547  1.68
19 Si -0.344 4.148 -1.954  0.24
20 C -1.277 5.735 -1.691  -1.13
21 C 0.906 3.907 -0.609  -0.55
22 C 0.323 3.974 -3.683  -1.08
23 Si 0.077 1.110 3.181  -0.65
24 C 1.498 2.330 3.165  -1.06
25 C -0.895 1.593 4.719  -1.18
26 C 0.633 -0.690 3.364  0.44
27 C 1.082 -1.323 4.511  -0.53
28 C 1.451 -2.660 4.467  -0.38
29 C 1.340 -3.336 3.268  -0.93
30 C 0.868 -2.658 2.157  -0.30
31 N 0.525 -1.371 2.198  0.56
32 H -4.497 0.294 2.812  0.38
33 H -2.954 -0.120 3.572  0.28
34 H -3.438 -0.924 2.084  0.27
35 H -4.648 0.949 0.149  0.52
36 H -3.260 0.399 -0.776  0.00
37 H -3.628 2.144 -0.654  0.06
38 H -4.052 3.261 2.131  0.36
39 H -2.512 3.791 1.443  0.13
40 H -2.590 3.241 3.121  0.32
41 H -1.754 5.714 -0.706  0.30
42 H -2.055 5.888 -2.441  0.29
43 H -0.612 6.601 -1.715  0.37
44 H 1.238 4.879 -0.233  0.55
45 H 1.775 3.351 -0.958  0.30
46 H 0.456 3.346 0.216  -0.20
47 H -0.437 4.091 -4.457  0.33
48 H 0.793 2.994 -3.789  0.30
49 H 1.093 4.732 -3.849  0.42
50 H 1.091 3.336 3.020  0.30
51 H 2.252 2.145 2.407  0.32
52 H 1.991 2.315 4.141  0.37
53 H -1.061 2.672 4.725  0.37
54 H -0.264 1.367 5.585  0.37
55 H -1.852 1.097 4.864  0.33
56 H 1.152 -0.763 5.435  0.33
57 H 1.816 -3.162 5.354  0.42
58 H 1.610 -4.379 3.178  0.41
59 H 0.753 -3.157 1.204  0.33
60 I -1.636 -2.181 -0.375  -0.44
61 Cl 3.296 -0.324 1.596  -0.23
62 C 2.112 0.356 0.380  -0.86
63 H 2.529 0.031 -0.575  0.67
64 H 2.241 1.435 0.441  0.19

=====

3.
# C3H4Cl2S

C3H4Cl2S in the gas phase in a non-equilibrium geometry (the ωB97M-V functional and the def2-TZVPD basis, OMol25).

For the LUMO energy, the calculation gives -0.8 eV. Its highest occupied orbital energy is -9.229 eV. The total energy is -39055.19183 eV. As for the energy relative to the best compared isomer or geometry (same formula, charge and spin): 0.1860 eV. Its spin multiplicity is 1.

Each line ends with the Mulliken charge.
Element x y z (Å)
1 C -0.793 -0.042 1.736  -1.04
2 C -0.860 -0.027 0.216  0.32
3 C 0.399 0.035 -0.510  -0.08
4 H -1.474 0.791 2.207  0.29
5 H -1.124 -0.976 2.158  0.31
6 H 0.204 0.193 2.055  0.36
7 H 0.198 0.144 -1.626  0.36
8 S -2.207 -0.040 -0.602  -0.24
9 Cl 1.379 -1.469 -0.122  -0.15
10 Cl 1.270 1.510 -0.103  -0.13

=====

4.
# C26H75FeN6O9

A molecular structure, C26H75FeN6O9 in a non-equilibrium geometry (the ωB97M-V functional and the def2-TZVPD basis, OMol25).

For the LUMO energy (alpha / beta), the calculation gives -2.6 / -6.4 eV. Its highest occupied orbital energy (alpha / beta) is -10.926 / -10.926 eV. The total energy is -89916.86809 eV. Its spin multiplicity is 7. Its net charge is +1.

Each line ends with the Mulliken charge.
Element x y z (Å)
1 Fe 1.506 -1.529 3.543  -0.28
2 C 0.351 0.658 -0.317  0.92
3 C 1.490 -0.142 0.353  -0.63
4 O 1.197 -0.697 1.588  0.26
5 H 0.591 1.124 -1.273  0.25
6 H -0.008 1.550 0.196  -0.53
7 H -0.571 0.124 -0.547  -0.75
8 H 2.267 0.618 0.434  0.44
9 H 1.994 -0.756 -0.395  0.27
10 O 4.064 1.697 2.305  -0.61
11 H 3.142 1.953 2.292  0.20
12 H 4.541 2.521 2.403  0.29
13 O 1.870 -3.277 2.452  -0.20
14 H 2.074 -4.158 2.764  0.23
15 H 1.484 -3.412 1.586  0.51
16 C -5.594 -0.822 2.387  -1.28
17 C -4.668 0.189 3.113  0.73
18 C -4.610 1.593 2.469  -0.58
19 O -4.073 1.475 1.199  -0.36
20 C -2.605 1.380 1.179  -0.35
21 N -4.931 0.148 4.512  -0.77
22 H -6.648 -0.568 2.497  0.37
23 H -5.530 -1.879 2.643  0.37
24 H -5.429 -0.802 1.310  0.10
25 H -3.681 -0.247 2.961  0.03
26 H -4.002 2.242 3.100  0.29
27 H -5.592 2.064 2.438  0.33
28 H -2.182 1.682 0.220  0.25
29 H -2.304 0.353 1.382  0.20
30 H -2.091 2.032 1.885  0.08
31 H -4.388 0.948 4.803  0.31
32 H -4.401 -0.626 4.885  0.31
33 C -1.825 -2.765 0.456  -1.42
34 C -1.028 -3.854 -0.268  0.52
35 C -1.371 -3.944 -1.855  -0.13
36 O -0.402 -4.848 -2.425  -0.46
37 C -0.956 -6.224 -2.570  -0.70
38 N 0.341 -3.475 0.052  -0.48
39 H -1.500 -2.662 1.491  0.33
40 H -2.908 -2.849 0.364  0.68
41 H -1.517 -1.824 0.001  -0.07
42 H -1.346 -4.799 0.173  0.16
43 H -1.223 -3.035 -2.438  0.10
44 H -2.419 -4.129 -2.093  0.24
45 H -0.276 -6.785 -3.212  0.30
46 H -1.962 -6.290 -2.985  0.28
47 H -0.979 -6.749 -1.616  0.28
48 H 0.391 -2.512 0.353  0.01
49 H 0.829 -3.480 -0.832  0.24
50 C 5.789 -1.032 1.939  -1.42
51 C 4.600 -1.948 2.467  0.52
52 C 4.990 -3.138 3.317  -0.85
53 O 5.582 -2.706 4.579  -0.39
54 C 5.613 -3.742 5.614  -0.82
55 N 3.649 -1.168 3.199  0.29
56 H 6.524 -1.557 1.330  0.42
57 H 6.446 -0.683 2.736  0.35
58 H 5.395 -0.209 1.342  0.42
59 H 4.220 -2.453 1.579  0.20
60 H 5.705 -3.768 2.787  0.52
61 H 4.123 -3.768 3.518  0.18
62 H 4.674 -4.252 5.830  0.32
63 H 6.071 -3.374 6.532  0.27
64 H 6.194 -4.582 5.232  0.34
65 H 3.874 -0.333 2.678  -0.06
66 H 4.260 -0.964 3.977  0.42
67 C 2.618 5.028 -4.410  -1.58
68 C 1.563 4.026 -4.294  0.51
69 C 2.251 2.701 -3.914  -0.66
70 O 3.204 2.396 -5.035  -0.37
71 C 3.788 1.156 -4.865  -0.73
72 N 0.512 4.427 -3.374  -0.66
73 H 3.541 4.788 -3.881  0.33
74 H 2.261 6.032 -4.181  0.48
75 H 2.808 5.109 -5.480  0.32
76 H 1.036 3.872 -5.235  0.33
77 H 1.573 1.854 -3.820  0.49
78 H 2.672 2.675 -2.909  0.31
79 H 4.289 1.210 -3.898  0.29
80 H 4.587 0.944 -5.574  0.27
81 H 3.069 0.346 -4.991  0.28
82 H 0.018 3.553 -3.265  0.23
83 H 0.830 4.697 -2.454  0.32
84 C -5.556 -4.071 -2.371  -1.62
85 C -5.181 -2.831 -3.101  0.60
86 C -4.437 -1.890 -2.216  0.66
87 O -4.174 -0.587 -2.772  -0.43
88 C -2.784 -0.437 -3.175  -0.24
89 N -4.523 -3.215 -4.296  -0.74
90 H -5.982 -4.880 -2.965  0.38
91 H -6.298 -3.796 -1.621  0.41
92 H -4.809 -4.597 -1.777  0.23
93 H -6.068 -2.278 -3.412  0.51
94 H -3.579 -2.312 -1.691  -0.80
95 H -4.980 -1.807 -1.275  0.00
96 H -2.765 0.478 -3.767  0.31
97 H -2.635 -1.286 -3.843  0.36
98 H -2.055 -0.436 -2.365  -0.21
99 H -4.256 -2.364 -4.770  0.25
100 H -5.373 -3.302 -4.835  0.31
101 C -0.195 4.866 3.140  -1.18
102 C 0.305 5.545 1.807  0.37
103 C 0.740 4.401 0.859  -0.06
104 O 1.144 4.836 -0.410  -0.43
105 C 2.376 5.663 -0.427  -0.76
106 N -0.688 6.456 1.199  -0.75
107 H -0.420 5.592 3.920  0.36
108 H 0.688 4.307 3.450  0.32
109 H -0.917 4.068 2.967  0.10
110 H 1.212 6.131 1.955  0.35
111 H -0.083 3.744 0.576  -0.02
112 H 1.541 3.804 1.294  0.01
113 H 2.351 6.452 0.325  0.31
114 H 2.614 5.934 -1.455  0.28
115 H 3.145 4.940 -0.155  0.29
116 H -1.406 5.812 0.900  0.29
117 H -0.393 6.716 0.268  0.35